--- P ---
Computed, not measured: 3 unconnected molecules or ions with the total composition C3H13NO3, with the ωB97M-V functional and the def2-TZVPD basis.

Calculated values
* HOMO: -0.34113 Eh
* net charge: 0
* structure (SMILES): NCCCO.O.O
* orbital gap: 9.97 eV

Last column: natural (NBO) charge in e.
Atoms and positions in Å:
1 H 0.264 -0.117 -0.816  0.1936
2 C -0.603 -1.605 -2.067  -0.2136
3 H -0.916 -2.623 -1.935  0.1899
4 N 0.601 -1.635 -2.909  -0.8272
5 H 1.062 -0.734 -2.879  0.3456
6 H 0.157 -1.705 -0.051  0.2273
7 O 0.655 6.315 -0.828  -0.9440
8 H -2.529 -0.987 -0.333  0.1674
9 H 1.244 5.615 -0.516  0.4721
10 H 2.689 -0.772 4.261  0.4671
11 C -0.363 -0.991 -0.689  -0.4474
12 H 2.118 -0.403 5.603  0.4663
13 O 2.623 -0.029 4.871  -0.9334
14 H -1.607 0.354 0.511  0.1738
15 H 0.276 6.758 -0.061  0.4719
16 C -1.603 -0.673 0.150  -0.0628
17 H -1.369 -1.094 -2.650  0.1836
18 O -1.551 -1.582 1.291  -0.7507
19 H 1.277 -2.315 -2.588  0.3515
20 H -2.425 -1.778 1.635  0.4689

=====

--- Q ---
Computed, not measured: 3 unconnected molecules or ions with the total composition C3H13NO3, with the ωB97M-V functional and the def2-TZVPD basis.

Calculated values
* HOMO: -0.34075 Eh
* net charge: 0
* structure (SMILES): C[C@H](O)CN.O.O
* orbital gap: 9.83 eV

Last column: natural (NBO) charge in e.
Atoms and positions in Å:
1 H 0.753 0.134 3.025  0.4681
2 N -1.351 1.603 -0.044  -0.8541
3 H -1.151 -2.256 -0.015  0.4645
4 C -0.837 0.493 0.789  -0.2261
5 O 1.108 0.006 2.131  -0.7498
6 C 1.569 0.943 -0.016  -0.6413
7 H -1.230 1.386 -1.033  0.3580
8 H 0.766 1.978 1.632  0.1696
9 H -1.257 -1.079 -3.046  0.4637
10 H 0.014 -1.672 -2.462  0.4775
11 H 1.533 0.037 -0.694  0.2077
12 H -0.911 2.520 0.052  0.3593
13 H -0.740 -0.394 0.171  0.1825
14 O -0.334 -1.260 -3.260  -0.9394
15 H 2.629 0.885 0.164  0.2347
16 H -0.339 -3.394 0.581  0.4763
17 C 0.600 0.962 1.181  0.0909
18 H 1.243 1.774 -0.598  0.2079
19 O -0.637 -3.071 -0.276  -0.9396
20 H -1.428 0.405 1.718  0.1896

=====

What should be chosen as the most stable of them? Choose P.

=====

--- P ---
Computed, not measured: 3 unconnected molecules or ions with the total composition C3H13NO3, with the ωB97M-V functional and the def2-TZVPD basis.

Calculated values
* HOMO: -0.33618 Eh
* net charge: 0
* structure (SMILES): NCCCO.O.O
* orbital gap: 9.84 eV

Last column: natural (NBO) charge in e.
Atoms and positions in Å:
1 H 1.795 3.015 0.442  0.4799
2 H 1.414 -0.234 1.420  0.2139
3 H -0.017 -2.741 1.086  0.3467
4 H 0.202 -1.359 -0.785  0.2271
5 C 0.459 0.005 0.972  -0.4507
6 H -0.507 3.144 0.884  0.4595
7 H 1.799 0.561 -0.669  0.1710
8 O 1.513 2.214 0.874  -0.7438
9 H 0.022 0.477 1.968  0.1967
10 N -0.811 -2.165 0.896  -0.8335
11 O -1.328 2.840 0.660  -0.9159
12 H -1.252 -2.010 1.754  0.3538
13 H -1.202 2.034 1.082  0.4564
14 H -1.224 -0.615 -0.340  0.1972
15 H -1.259 -2.555 -2.830  0.4849
16 C 1.077 1.177 -0.004  -0.0842
17 H 0.181 1.415 -0.623  0.1819
18 C -0.342 -1.002 0.137  -0.2599
19 O -0.398 -2.062 -2.967  -0.9634
20 H -0.122 -2.138 -3.956  0.4824

=====

--- Q ---
Computed, not measured: 3 unconnected molecules or ions with the total composition C3H13NO3, with the ωB97M-V functional and the def2-TZVPD basis.

Calculated values
* HOMO: -0.34762 Eh
* net charge: 0
* structure (SMILES): NCCCO.O.O
* orbital gap: 9.92 eV

Last column: natural (NBO) charge in e.
Atoms and positions in Å:
1 H 1.255 0.843 -0.629  0.2048
2 H 1.870 -1.476 0.306  0.4689
3 C 0.548 0.778 0.200  -0.4518
4 H -2.953 -0.685 -2.843  0.4664
5 H -1.378 1.666 0.688  0.1823
6 H -0.159 -0.946 1.327  0.1623
7 H -2.512 0.009 -1.603  0.4598
8 H -0.790 -0.828 -0.276  0.1513
9 H 2.948 -3.203 2.236  0.4698
10 C -0.620 1.725 -0.100  -0.2128
11 O 2.046 -2.873 2.313  -0.9413
12 O -3.036 0.166 -2.396  -0.9254
13 O 1.070 -1.584 -0.233  -0.7078
14 H 0.462 3.177 -0.978  0.3409
15 N -0.264 3.139 -0.254  -0.7989
16 H 1.767 -3.198 3.179  0.4735
17 H -1.144 1.330 -0.972  0.1792
18 H 0.313 3.364 0.560  0.3395
19 C 0.121 -0.681 0.295  -0.0527
20 H 1.059 1.133 1.105  0.1919

=====

What should be chosen as the most stable of them? Choose Q.

=====

--- P ---
Computed, not measured: 4 unconnected molecules or ions with the total composition C3H13NO3, with the ωB97M-V functional and the def2-TZVPD basis.

Calculated values
* HOMO: -0.28164 Eh
* net charge: 0
* structure (SMILES): C/C=C/N.O.O.O
* orbital gap: 8.12 eV

Last column: natural (NBO) charge in e.
Atoms and positions in Å:
1 H 2.251 -1.742 -1.935  0.4722
2 C 0.029 1.449 0.726  -0.3033
3 C 0.576 2.043 -0.563  -0.6287
4 H -0.458 -0.504 -1.417  0.4968
5 H -3.164 -1.504 1.219  0.4604
6 H 0.667 3.122 -0.535  0.2194
7 H 1.520 1.516 -0.723  0.2002
8 H 0.013 1.719 -1.447  0.1938
9 O -2.245 -1.571 1.488  -0.9670
10 N 0.333 -0.269 2.476  -0.8112
11 H -0.800 1.965 1.202  0.1895
12 H -1.790 -1.340 0.677  0.4929
13 O -1.320 -0.740 -1.035  -0.9586
14 H -0.583 0.084 2.727  0.3880
15 C 0.502 0.290 1.213  0.0087
16 H -1.775 -1.275 -1.670  0.4767
17 H 2.722 -0.555 -2.767  0.4748
18 H 1.051 -0.274 0.453  0.1570
19 H 0.498 -1.250 2.583  0.3835
20 O 1.972 -1.164 -2.672  -0.9450

=====

--- Q ---
Computed, not measured: 3 unconnected molecules or ions with the total composition C3H13NO3, with the ωB97M-V functional and the def2-TZVPD basis.

Calculated values
* HOMO: -0.35340 Eh
* net charge: 0
* structure (SMILES): CCNCO.O.O
* orbital gap: 10.22 eV

Last column: natural (NBO) charge in e.
Atoms and positions in Å:
1 H -1.616 -2.415 1.893  0.4640
2 H 2.845 1.047 0.588  0.1979
3 H 1.378 -0.957 -1.138  0.2214
4 H -1.197 0.994 1.229  0.1501
5 H -0.521 0.119 0.006  0.1679
6 H 0.908 1.956 1.612  0.3708
7 H -2.865 -3.186 1.682  0.4667
8 C -0.481 1.136 0.401  0.0616
9 H -2.016 -1.413 -2.540  0.4739
10 C 1.890 0.528 0.494  -0.2177
11 H -0.417 2.646 -0.683  0.4783
12 O -1.116 2.022 -0.522  -0.7439
13 O -2.099 -3.125 2.263  -0.9303
14 O -1.567 -1.019 -1.773  -0.9546
15 H -2.015 -0.186 -1.612  0.4821
16 H 2.912 -0.167 -1.277  0.2115
17 N 0.861 1.566 0.690  -0.6558
18 C 1.884 -0.016 -0.942  -0.6350
19 H 1.451 0.739 -1.601  0.2172
20 H 1.782 -0.269 1.232  0.1738

=====

--- R ---
Computed, not measured: 4 unconnected molecules or ions with the total composition C3H13NO3, with the ωB97M-V functional and the def2-TZVPD basis.

Calculated values
* HOMO: -0.36946 Eh
* net charge: 0
* structure (SMILES): C=NCC.O.O.O
* orbital gap: 10.75 eV

Last column: natural (NBO) charge in e.
Atoms and positions in Å:
1 H 1.231 1.124 -1.846  0.4516
2 H 2.692 0.686 -2.144  0.4806
3 H -2.670 -0.043 0.276  0.2011
4 H 0.661 -2.324 1.786  0.4737
5 H -1.065 1.572 2.349  0.2258
6 C -0.708 0.076 -1.592  -0.0678
7 H -0.902 -0.165 2.122  0.2165
8 O 2.541 -0.735 -0.580  -0.9933
9 N -0.826 -0.061 -0.331  -0.4344
10 H -1.206 0.795 -2.358  0.1630
11 H 0.012 -0.538 -2.100  0.1796
12 O 2.135 1.513 -1.800  -0.9354
13 O 0.951 -1.652 1.211  -0.9667
14 C -1.635 0.637 1.993  -0.6271
15 H -2.102 1.629 0.118  0.1904
16 H 3.392 -1.140 -0.672  0.4848
17 H 0.181 -1.267 0.836  0.4907
18 C -1.875 0.616 0.479  -0.2516
19 H 1.819 -1.098 -0.192  0.4967
20 H -2.624 0.374 2.445  0.2218

=====

What should be chosen as the most stable of them? Choose Q.